1.
The following is a DFT calculation (ωB97M-V/def2-TZVPD) of a 3-piece molecular cluster, C3H12NO3 overall at a distorted geometry.

- Relative energy (zero: lowest compared OMol25 entry of this formula, charge and spin): 27.7 kcal per mole
- Orbital gap: 10.0 eV
- Molecular weight: 110.13 g mol⁻¹

ORCA input file:
```
! wB97M-V def2-TZVPD RIJCOSX def2/J DEFGRID3
* xyz 1 1
O 2.486 1.995 0.068
O 0.025 -1.114 -5.761
O -3.154 -1.998 0.046
N -0.733 -0.235 1.463
C 0.517 0.336 0.843
C 1.235 1.185 1.874
C 2.225 2.132 1.236
H -1.338 -0.793 0.851
H -0.466 -0.942 2.144
H -1.186 0.518 1.870
H -3.970 -1.487 0.084
H 0.894 -0.976 -5.372
H 1.832 0.656 2.637
H 0.572 1.704 2.563
H -3.125 -2.344 -0.838
H 0.431 1.013 -0.007
H 2.697 2.919 1.838
H 1.063 -0.529 0.476
H -0.002 -2.041 -6.014
*
```

=====

2.
The following is a DFT calculation (ωB97M-V/def2-TZVPD) of one molecule with the formula C10H10F3N2O7P at a distorted geometry.

- Orbital gap: 9.7 eV
- Molecular weight: 358.17 g mol⁻¹

ORCA input file:
```
! wB97M-V def2-TZVPD RIJCOSX def2/J DEFGRID3
* xyz 0 1
P -0.866 0.556 0.872
F 5.670 -0.239 1.149
F 5.698 0.577 -0.840
F 5.416 -1.535 -0.548
O 0.890 -3.143 0.756
O -0.610 -1.889 -0.149
O 1.847 3.613 0.320
O 0.185 2.794 -0.776
O -0.640 1.997 1.564
O -1.334 -0.382 1.892
O -1.726 0.792 -0.423
N 1.195 2.706 -0.131
N 0.483 -2.098 0.320
C 1.722 1.360 0.055
C 1.395 -0.974 0.280
C 5.100 -0.331 -0.062
C -3.446 -0.897 -0.801
C -4.949 -1.133 -0.872
C 0.848 0.300 0.254
C 2.758 -1.206 0.172
C 3.091 1.169 -0.060
C 3.606 -0.119 0.017
C -3.135 0.538 -0.403
H -3.562 1.248 -1.118
H -2.991 -1.563 -0.069
H 3.132 -2.219 0.204
H -5.152 -2.162 -1.154
H 3.737 2.023 -0.207
H -2.984 -1.100 -1.768
H -5.412 -0.945 0.094
H -3.539 0.745 0.593
H -1.016 1.991 2.445
H -5.409 -0.476 -1.607
*
```

=====

3.
The following is a DFT calculation (ωB97M-V/def2-TZVPD) of an isolated ion of composition C11H12NO3 and charge -1 at a distorted geometry.

- Relative energy (zero: lowest compared OMol25 entry of this formula, charge and spin): 103.8 kcal per mole
- Orbital gap (alpha / beta): 6.3 / 6.3 eV
- Molecular weight: 206.22 g mol⁻¹

ORCA input file:
```
! wB97M-V def2-TZVPD RIJCOSX def2/J DEFGRID3
* xyz -1 1
O -2.563 0.692 0.613
O -1.440 -0.719 -0.748
O -0.083 -0.097 2.825
N 0.062 0.443 1.384
C 1.470 1.120 -0.368
C -0.854 1.433 -1.077
C 1.266 0.467 0.930
C 3.745 0.014 1.004
C -1.604 0.565 -0.189
C -2.274 -1.786 -0.317
C 2.792 1.197 -0.859
C -3.662 -1.701 -0.906
C 3.872 0.711 -0.194
C 0.482 1.488 -1.272
C 2.474 -0.053 1.559
H -1.085 -0.058 2.819
H -1.852 -2.763 -0.557
H 4.825 1.012 -0.440
H -4.493 -2.045 -0.248
H 2.868 1.687 -1.738
H 2.175 -0.742 2.325
H -1.551 1.947 -1.861
H -3.914 -0.528 -1.085
H -2.501 -1.802 0.851
H -3.678 -2.182 -1.934
H 0.909 2.090 -2.080
H 4.613 -0.389 1.562
*
```

=====

4.
The following is a DFT calculation (ωB97M-V/def2-TZVPD) of one molecule with the formula C5H8N2 at a distorted geometry.

- Relative energy (zero: lowest compared OMol25 entry of this formula, charge and spin): 81.0 kcal per mole
- Orbital gap (alpha / beta): 7.3 / 6.4 eV
- Molecular weight: 96.13 g mol⁻¹

ORCA input file:
```
! wB97M-V def2-TZVPD RIJCOSX def2/J DEFGRID3
* xyz 0 1
N 0.636 -1.957 0.523
N 0.292 0.169 -0.508
C -1.705 0.777 0.475
C -0.669 1.259 -0.496
C -1.341 -0.438 0.932
C -0.086 -0.798 0.329
C 1.546 0.510 -0.881
H 0.053 2.086 -0.313
H 1.142 -2.069 1.390
H 1.953 0.762 -1.840
H -1.843 -1.075 1.652
H 2.311 0.106 -0.271
H -2.602 1.327 0.695
H 1.345 -2.119 -0.184
H -1.034 1.462 -1.504
*
```

=====

5.
The following is a DFT calculation (ωB97M-V/def2-TZVPD) of a 2-piece molecular cluster, CN2O2S overall at a distorted geometry.

- Relative energy (zero: lowest compared OMol25 entry of this formula, charge and spin): 145.4 kcal per mole
- Orbital gap (alpha / beta): 6.5 / 6.5 eV
- Molecular weight: 104.09 g mol⁻¹

ORCA input file:
```
! wB97M-V def2-TZVPD RIJCOSX def2/J DEFGRID3
* xyz 0 1
S 2.383 -0.247 -0.021
O -1.249 1.053 0.009
O -1.516 -0.816 0.007
N -0.478 -1.301 0.015
N -0.020 1.073 0.012
C 0.880 0.238 -0.022
*
```

=====

6.
The following is a DFT calculation (ωB97M-V/def2-TZVPD) of a 2-piece molecular cluster, C3H8NO2 overall at a distorted geometry.

- Relative energy (zero: lowest compared OMol25 entry of this formula, charge and spin): 48.8 kcal per mole
- Orbital gap: 11.9 eV
- Molecular weight: 90.10 g mol⁻¹

ORCA input file:
```
! wB97M-V def2-TZVPD RIJCOSX def2/J DEFGRID3
* xyz 1 1
O 3.185 -1.008 -0.549
O 1.119 -0.176 -0.158
N -1.143 0.791 1.097
C -3.355 0.338 0.329
C 2.022 -0.358 -0.923
C -2.044 0.276 0.061
H 2.165 0.268 -1.869
H -1.339 0.388 2.033
H -3.609 0.787 1.349
H -4.155 0.051 -0.287
H 3.452 -1.603 -1.326
H -0.142 0.499 0.879
H -1.052 1.778 1.310
H -1.493 0.227 -0.914
*
```